Record 1
The following is a DFT calculation (ωB97M-V with the def2-TZVPD basis set) of a molecular structure, C4H7FeO at a distorted geometry.

Results
Relative energy (zero: lowest compared OMol25 entry of this formula, charge and spin) ... 191.76 kJ/mol
Charge ... +2
Multiplicity ... 6
Energy ... -1494.60940 a.u.

Cartesian coordinates (Å):
C (0.99655, 0.84661, -0.85258)
C (-0.17309, 0.64463, 0.07623)
C (-1.34389, -0.16439, 0.39298)
O (-1.51982, -1.27891, 1.00600)
Fe (-1.72273, -3.07140, 0.71155)
H (0.85473, 0.41385, -1.85067)
H (-0.35259, 1.60463, 0.58832)
H (1.43575, 1.84701, -0.81194)
H (-1.01611, -0.35863, -0.87714)
C (1.43207, -0.09472, 0.21037)
H (1.60975, -1.12580, -0.09686)
H (2.07379, 0.26492, 1.01387)
H (-2.27443, 0.47221, 0.48986)

---

Record 2
The following is a DFT calculation (ωB97M-V with the def2-TZVPD basis set) of a molecular structure, C4H7HgO3 at a distorted geometry.

Results
Relative energy (zero: lowest compared OMol25 entry of this formula, charge and spin) ... 255.02 kJ/mol
Multiplicity ... 2
Energy ... -535.63119 a.u.

Cartesian coordinates (Å):
H (1.25597, 3.45316, -1.37369)
O (0.24137, -0.22117, 1.23046)
C (-0.39076, -0.69080, 0.16749)
O (-0.75816, -0.01035, -0.77411)
O (-0.54259, -1.97815, 0.27811)
C (-1.15887, -2.67126, -0.81382)
H (-2.17450, -2.29143, -0.97119)
H (-0.55855, -2.54453, -1.72202)
H (-1.18438, -3.72174, -0.51585)
C (0.40596, 1.15992, 1.33231)
H (-0.44350, 1.66757, 1.79417)
C (1.55948, 1.73755, 0.99989)
H (2.38926, 1.15385, 0.59658)
H (1.68007, 2.80742, 1.16952)
Hg (-0.32080, 2.14997, -1.39787)

---

Record 3
The following is a DFT calculation (ωB97M-V with the def2-TZVPD basis set) of 2 unconnected molecules or ions with the total composition C4H7IN2.

Results
Relative energy (zero: lowest compared OMol25 entry of this formula, charge and spin) ... 178.93 kJ/mol
Energy ... -563.74454 a.u.

Cartesian coordinates (Å):
C (0.84597, -0.85539, -0.95742)
C (-2.49981, 0.88174, -1.20940)
C (2.52215, -2.52653, 0.01091)
C (-2.04395, 2.49327, 0.46632)
N (1.60511, -1.61424, -0.51460)
N (-2.07484, 1.96957, -0.84700)
I (-3.37571, -0.66128, 0.05140)
H (-2.47227, 0.57001, -2.23675)
H (2.37556, -3.49884, -0.46365)
H (2.36808, -2.61796, 1.08682)
H (3.53637, -2.17365, -0.18740)
H (-2.66855, 1.92336, 1.16437)
H (-2.37607, 3.53088, 0.42250)
H (-1.01222, 2.48151, 0.81903)

---

Record 4
The following is a DFT calculation (ωB97M-V with the def2-TZVPD basis set) of C4H7IN2 in the gas phase at a distorted geometry.

Results
Relative energy (zero: lowest compared OMol25 entry of this formula, charge and spin) ... 381.21 kJ/mol
Energy ... -563.66750 a.u.
SMILES string ... C=C/C=N/N(C)I

Cartesian coordinates (Å):
C (0.51055, -1.19305, 2.64362)
C (0.97752, -0.85044, 1.41277)
C (0.13008, -0.46572, 0.42980)
C (-1.20677, 1.08212, -1.87423)
N (0.71089, 0.15529, -0.55302)
N (0.12790, 0.62766, -1.63362)
I (1.54114, 1.54717, -3.13354)
H (1.19359, -1.38712, 3.46912)
H (-0.53049, -1.53696, 2.95574)
H (2.10230, -0.81352, 1.43601)
H (-0.91790, -0.68732, 0.63447)
H (-1.25895, 2.00150, -2.39606)
H (-1.74599, 0.24338, -2.42620)
H (-1.63388, 1.27703, -0.96485)